Entry 1:
# C28H28N3O3RuSTe

A molecular structure, C28H28N3O3RuSTe at a distorted geometry (ωB97M-V/def2-TZVPD, OMol25).

XYZ file:
```
65
C28H28N3O3RuSTe, DFT ωB97M-V/def2-TZVPD
Te -1.62 2.70 -0.76
Ru -0.29 0.55 0.27
S 0.27 5.45 -0.38
O -1.58 -1.22 -1.81
O -1.56 1.22 2.61
O 0.84 -1.84 -1.01
N 1.58 0.90 -0.94
N -1.69 -0.63 -0.55
N -1.70 0.46 1.63
C -2.64 -0.47 1.55
C 3.71 0.34 -1.87
C 3.13 0.24 1.72
C 3.22 2.61 -1.34
C -2.57 -1.12 0.28
C 1.95 -1.62 4.35
C 2.09 -3.60 5.72
C -0.74 4.41 1.71
C 0.43 -1.61 2.32
C 0.72 -0.45 1.73
C 0.68 -3.57 3.79
C 3.74 2.51 2.23
C 1.78 0.52 2.00
C -0.02 5.56 2.14
C -3.48 -2.26 -0.07
C 2.47 -2.29 5.45
C 1.98 2.18 -0.91
C 1.19 -4.24 4.88
C -3.63 -0.72 2.64
C 1.05 -2.25 3.49
C 4.09 1.21 1.85
C 2.13 -1.50 -1.42
C 2.44 -0.01 -1.41
C -0.68 4.22 0.35
C 4.11 1.66 -1.84
C 0.59 6.22 1.11
C 1.44 1.82 2.39
C 2.43 2.81 2.50
H 3.47 3.66 -1.28
H 2.34 -1.88 -2.42
H 0.04 5.88 3.17
H 2.25 -0.60 4.17
H -2.16 -1.99 -1.84
H 3.40 -0.77 1.43
H 4.51 3.27 2.32
H 3.16 -1.78 6.10
H -1.31 3.76 2.35
H 4.37 -0.43 -2.24
H -0.03 -4.07 3.13
H -3.64 0.15 3.29
H 1.27 2.89 -0.53
H 0.22 -1.79 -1.76
H -4.11 -2.52 0.77
H 2.82 -1.99 -0.73
H 0.41 2.05 2.62
H 5.13 0.97 1.64
H -4.13 -2.01 -0.91
H 2.50 -4.11 6.58
H 2.14 3.81 2.80
H 1.18 7.12 1.16
H -4.64 -0.87 2.25
H -3.35 -1.58 3.24
H 5.09 1.95 -2.18
H -0.39 -2.19 1.89
H -2.89 -3.14 -0.33
H 0.88 -5.26 5.09
```

Results
LUMO energy (spin up / spin down): -0.16 / -0.72 eV
⟨S²⟩: 0.760
Kohn-Sham gap (spin up / spin down): 6.80 / 6.17 eV
HOMO (spin up / spin down): -6.96 / -6.89 eV
multiplicity: 2
ΔE to the lowest compared entry with this formula, charge and spin: 0.297 eV

=====

Entry 2:
# C3H5NO

C3H5NO in the gas phase at a distorted geometry (ωB97M-V/def2-TZVPD, OMol25).

XYZ file:
```
10
C3H5NO, DFT ωB97M-V/def2-TZVPD
O -1.81 1.55 -0.18
N 0.06 0.40 -1.00
C -0.93 0.73 -0.10
C -0.31 -0.15 0.98
C 0.85 -0.45 -0.16
H 0.01 0.43 -2.00
H -0.39 -1.21 0.93
H 0.93 -1.48 -0.60
H -0.26 0.34 1.97
H 1.85 -0.16 0.16
```

Results
LUMO energy: 0.91 eV
Kohn-Sham gap: 10.70 eV
HOMO: -9.80 eV
ΔE to the lowest compared entry with this formula, charge and spin: 1.525 eV
structure (SMILES): O=C1CCN1

=====

Entry 3:
# C21H34NO2PPtS

A molecular structure, C21H34NO2PPtS (ωB97M-V/def2-TZVPD, OMol25).

XYZ file:
```
61
C21H34NO2PPtS, DFT ωB97M-V/def2-TZVPD
Pt -0.92 -0.12 -0.51
S -0.20 1.75 -1.49
P 0.75 -1.29 -1.47
O -3.76 1.98 1.41
O -2.67 0.71 -0.04
N -1.05 -1.01 1.57
C -0.14 -3.93 -0.93
C 0.91 0.55 3.87
C -2.39 3.09 -0.18
C 1.57 -3.00 0.62
C -1.29 3.08 -1.05
C -1.54 5.48 -1.35
C 2.48 -0.60 -1.37
C -0.29 -0.41 4.00
C -1.48 0.30 4.66
C -1.30 -1.89 -3.26
C -2.97 1.87 0.49
C 2.97 0.31 -2.49
C 2.64 0.14 -0.03
C -3.03 4.30 0.09
C -2.63 5.48 -0.48
C -0.70 -0.79 2.64
C 0.10 -1.66 4.78
C 1.07 -3.00 -0.82
C 0.21 -1.62 -3.23
C 0.47 -0.49 -4.23
C -0.88 4.29 -1.62
H 1.87 -3.37 -1.47
H 0.87 -2.50 1.28
H 2.08 1.07 -0.05
H 2.27 1.13 -2.69
H 2.29 -0.43 0.83
H 2.55 -2.52 0.72
H 3.70 0.38 0.12
H -1.19 0.62 5.66
H 3.14 -0.23 -3.42
H -1.85 -0.98 -3.01
H -3.87 4.26 0.77
H -0.02 4.30 -2.28
H -0.76 -2.31 4.93
H -0.15 -0.66 -5.11
H 0.65 1.42 3.28
H 3.13 -1.49 -1.35
H 0.49 -1.37 5.76
H 0.88 -2.23 4.26
H -2.34 -0.36 4.74
H -1.58 -2.19 -4.27
H -1.64 -2.67 -2.57
H 1.76 0.05 3.40
H 1.50 -0.44 -4.57
H 3.92 0.75 -2.19
H 0.19 0.48 -3.82
H -0.42 -4.14 -1.96
H 1.20 0.87 4.87
H -1.78 1.18 4.08
H -1.01 -3.52 -0.41
H 1.68 -4.03 0.96
H -1.20 6.39 -1.81
H -3.15 6.40 -0.27
H 0.11 -4.89 -0.46
H 0.75 -2.52 -3.53
```

Results
LUMO energy: 0.28 eV
Kohn-Sham gap: 7.49 eV
HOMO: -7.21 eV

=====

Entry 4:
# C18H15BrN8O4RuS

A molecular structure, C18H15BrN8O4RuS (ωB97M-V/def2-TZVPD, OMol25).

XYZ file:
```
48
C18H15BrN8O4RuS, DFT ωB97M-V/def2-TZVPD
Ru 0.28 -0.11 -0.66
Br 2.19 -0.93 -3.66
S 1.09 2.08 -0.78
O -1.71 0.50 -0.56
O -3.44 -2.39 -1.45
O 0.13 -0.60 1.24
O -3.38 1.36 -1.78
N -0.41 -4.52 -0.98
N 3.24 0.41 -0.88
N -0.03 -2.10 -1.11
N -3.06 -1.70 0.67
N 3.63 2.59 -1.41
N 2.28 -0.49 -0.42
N -0.24 0.08 -2.76
N 1.46 -6.15 -0.96
C 0.68 -1.71 1.68
C -2.11 0.61 -4.14
C -1.40 0.24 -5.27
C 2.76 1.59 -1.04
C 1.90 -2.24 1.19
C -1.50 0.51 -2.91
C -3.32 -2.65 -0.27
C 1.68 -4.18 2.62
C 0.02 -2.43 2.69
C -3.50 -4.05 0.27
C 0.62 -5.35 -0.96
C -2.28 0.85 -1.65
C 2.38 -3.46 1.68
C 0.50 -3.65 3.13
C 0.43 -0.28 -3.84
C -0.19 -3.25 -1.05
C -0.10 -0.21 -5.12
C 2.73 -1.42 0.33
H 4.50 2.25 -1.79
H -3.13 0.95 -4.16
H 3.81 -1.51 0.41
H 2.04 -5.15 2.94
H 0.50 -0.53 -5.96
H 3.22 3.36 -1.90
H -0.05 -4.19 3.89
H -0.90 -2.01 3.09
H -4.13 -4.06 1.17
H -2.53 -4.46 0.53
H -2.67 -0.83 0.33
H -1.85 0.30 -6.25
H -3.94 -4.68 -0.50
H 3.31 -3.84 1.28
H -2.73 -2.02 1.57
```

Results
total charge: -1
LUMO energy (spin up / spin down): 2.36 / 1.79 eV
⟨S²⟩: 0.756
Kohn-Sham gap (spin up / spin down): 7.40 / 7.16 eV
HOMO (spin up / spin down): -5.04 / -5.36 eV
multiplicity: 2
ΔE to the lowest compared entry with this formula, charge and spin: 0.273 eV

=====

Entry 5:
# C14H21NPTc

A molecular structure, C14H21NPTc at a distorted geometry (ωB97M-V/def2-TZVPD, OMol25).

XYZ file:
```
38
C14H21NPTc, DFT ωB97M-V/def2-TZVPD
Tc 1.05 0.30 -0.31
P 1.62 0.00 -2.44
N 1.45 -1.31 2.00
C -0.56 4.82 -1.72
C -2.18 -0.63 -0.32
C -2.85 -1.81 0.05
C 1.20 -2.51 2.81
C -0.95 3.67 -2.52
C -0.76 -0.68 -0.29
C 2.78 -0.69 2.26
C -2.18 -3.02 0.30
C -0.14 -1.84 0.20
C -1.31 4.74 -0.54
C -0.79 -3.06 0.31
C 1.27 -1.59 0.52
C -2.43 3.86 -0.73
C -2.15 3.06 -1.87
H 2.84 0.27 1.72
H -2.60 2.11 -2.14
H 1.99 -2.38 0.23
H -0.22 -3.98 0.52
H 1.54 0.83 -3.57
H 0.13 -2.73 2.79
H 2.86 -0.54 3.34
H 1.78 -3.35 2.41
H 1.26 -1.26 -2.99
H -0.38 3.26 -3.37
H 0.74 -0.57 2.20
H 2.49 -0.47 -0.45
H 3.03 -0.14 -2.49
H 3.57 -1.36 1.91
H 0.20 5.57 -1.97
H -2.71 -3.93 0.55
H 1.54 -2.27 3.82
H -1.12 5.32 0.36
H -2.72 0.28 -0.57
H -3.94 -1.82 0.11
H -3.34 3.85 -0.12
```

Results
total charge: +1
LUMO energy (spin up / spin down): -3.75 / -4.23 eV
⟨S²⟩: 3.791
Kohn-Sham gap (spin up / spin down): 6.47 / 6.20 eV
HOMO (spin up / spin down): -10.23 / -10.42 eV
multiplicity: 4
ΔE to the lowest compared entry with this formula, charge and spin: 5.989 eV

=====

Entry 6:
# C4H26NO12

10 unconnected molecules or ions with the total composition C4H26NO12 at a distorted geometry (ωB97M-V/def2-TZVPD, OMol25).

XYZ file:
```
43
C4H26NO12, DFT ωB97M-V/def2-TZVPD
O -2.95 -1.56 -1.29
O 1.90 -2.80 -2.20
O -1.61 -1.36 2.30
O -1.39 1.66 -2.51
O -1.23 1.09 3.98
O 0.23 0.69 1.90
O 2.07 -1.00 -0.09
O 2.87 0.49 2.89
O -0.46 -2.33 -1.05
O -3.52 0.35 1.32
O -0.53 0.99 -0.58
O -3.12 1.04 -0.87
N 0.85 1.35 -2.38
C 1.61 0.14 -2.17
C 2.87 1.29 -0.20
C 2.62 -0.03 -1.02
C -0.41 1.41 -1.73
H 2.83 2.25 -0.75
H -0.39 1.27 4.27
H -3.43 -1.23 -0.48
H -1.40 -2.24 -1.04
H -2.72 -0.70 -1.77
H -1.94 -0.56 1.85
H 2.48 -2.83 -1.41
H 3.68 -0.47 -1.20
H 0.76 1.78 -3.26
H -4.13 -0.21 0.99
H 2.05 -0.10 -3.16
H 3.86 1.36 0.17
H -0.22 -1.48 -0.69
H 2.22 1.46 0.69
H 0.07 -0.25 1.87
H -1.41 1.08 3.11
H 0.97 -0.58 -1.77
H 2.63 -0.27 2.27
H -3.11 0.89 0.58
H 0.04 0.86 1.01
H -2.15 0.75 -0.63
H 2.01 1.04 2.67
H -2.06 -1.43 3.11
H 1.04 -2.94 -1.77
H 1.42 -0.66 0.48
H -2.87 1.80 -1.45
```

Results
total charge: -1
LUMO energy: 3.00 eV
Kohn-Sham gap: 8.93 eV
HOMO: -5.93 eV
ΔE to the lowest compared entry with this formula, charge and spin: 2.982 eV